No. 1
Density functional theory data (ωB97M-V/def2-TZVPD) for a structure of composition C18H36MgO23PV.

```
80
Properties=species:S:1:pos:R:3:forces:R:3
O 2.378121 2.138889 -2.180290 -3.8 0.6 2.3
V 0.953512 2.080582 -1.394412 2.8 -4.2 -2.0
Mg -1.740886 -0.243372 0.249503 -2.7 -0.3 5.1
P -0.617668 -0.237667 -1.619777 -0.5 2.2 1.2
O 0.319932 0.531269 -2.625511 -0.5 -0.9 0.1
O -0.420655 -1.323336 -0.554624 1.9 -4.0 -2.7
O -2.138943 -0.026423 -1.535190 -1.6 -1.4 -4.7
O -0.458367 0.817460 -0.469629 4.9 8.0 1.2
C 2.854365 2.535358 2.610032 -1.4 3.7 -0.1
O 2.625282 1.211359 2.573593 0.5 -1.9 1.9
C 2.483982 0.529677 1.489102 0.5 0.1 -0.9
O 2.312181 0.993192 0.369618 -0.6 0.5 -0.6
O 2.647073 -0.711690 1.814712 0.6 -1.2 0.0
C 2.724925 -1.638550 0.736690 -1.6 -1.6 -0.7
H 2.933254 2.903017 3.633114 0.5 -0.6 0.1
H 1.911826 2.991860 2.307844 0.0 0.7 -0.4
H 3.641358 2.963239 1.989001 0.2 -0.6 0.0
H 2.776215 -2.683855 1.041354 0.9 0.3 1.2
H 3.521498 -1.476967 0.010430 -0.3 0.5 0.2
H 1.705131 -1.727844 0.362319 0.2 0.8 -1.0
C -2.750844 3.618132 0.016417 0.5 0.8 -0.1
O -4.015915 3.012869 0.054691 -1.2 -1.9 1.1
C -4.129956 1.703432 0.328702 -0.3 0.0 -2.2
O -3.238179 0.995730 0.811620 -1.1 0.6 0.1
O -5.290106 1.294636 -0.193259 0.2 -0.7 0.2
C -5.472528 -0.174866 -0.411165 1.9 0.1 2.4
H -1.953387 2.985743 0.406603 -0.2 -0.1 -0.6
H -2.791979 4.522432 0.623574 0.0 0.0 -0.1
H -2.657283 3.890144 -1.034943 0.7 0.1 0.1
H -4.575872 -0.530585 -0.918676 -0.6 0.1 -1.1
H -6.463061 -0.539399 -0.683315 0.2 1.1 -0.7
H -5.291372 -0.610929 0.571251 -0.3 -0.1 0.3
C 2.299348 -1.671221 -2.341712 0.3 -0.7 -0.1
O 3.584203 -2.351295 -2.360321 0.0 0.7 0.0
C 4.642826 -1.613690 -2.713387 0.6 1.9 -1.6
O 4.602544 -0.465822 -3.195593 0.0 -2.8 1.5
O 5.752285 -2.363810 -2.527771 -0.2 0.9 -0.2
C 7.030464 -1.744257 -2.884623 -0.3 -0.1 0.1
H 2.361906 -0.722964 -1.807871 0.1 -0.2 -0.1
H 1.681328 -2.410375 -1.832003 -0.1 0.4 0.1
H 1.863677 -1.514493 -3.328491 0.5 0.1 -0.2
H 6.878120 -0.845509 -3.482233 -0.1 -0.2 0.1
H 7.631011 -2.473743 -3.428031 -0.4 -0.1 -0.1
H 7.578549 -1.514779 -1.970810 -0.3 0.1 0.1
C 1.264189 -7.529921 3.870304 0.6 0.0 -0.5
O 1.307327 -6.725985 2.701203 -0.1 1.5 -2.2
C 0.756765 -5.500723 2.612889 -0.1 0.2 1.5
O 0.388584 -4.874227 3.605623 0.2 -0.5 -2.0
O 0.736760 -5.093290 1.298787 -0.1 0.2 1.2
C -0.040079 -3.914813 0.926928 -0.8 -0.4 -0.3
H 1.809600 -8.412879 3.537120 -0.5 -0.3 0.1
H 0.212206 -7.734636 4.069115 0.3 0.0 0.7
H 1.910217 -7.118271 4.645743 -0.7 0.3 0.4
H -1.051919 -4.223092 0.663801 -0.2 -0.4 0.4
H 0.264150 -3.485121 -0.027485 0.9 -0.4 0.3
H -0.133041 -3.103474 1.648852 0.5 -0.4 0.4
C -2.609120 2.304357 -3.526814 1.2 -2.1 0.3
O -3.501850 3.315661 -3.781053 -0.7 2.2 0.1
C -3.057423 4.594216 -3.792865 -0.6 0.0 -0.8
O -1.918231 4.940989 -3.675547 0.8 -0.1 0.5
O -4.082295 5.403240 -4.037966 0.1 -0.3 1.0
C -3.842736 6.815970 -4.232052 0.5 0.0 -1.3
H -3.097485 1.589592 -2.864457 0.0 -0.1 -0.4
H -1.652297 2.503273 -3.044079 -0.1 1.1 0.4
H -2.237958 1.830862 -4.435732 -0.6 -0.2 -0.3
H -3.857684 6.867325 -5.320746 -0.8 0.7 0.0
H -2.859875 7.246618 -4.040695 0.2 -0.9 0.8
H -4.585067 7.400354 -3.688410 -0.2 -0.4 -0.4
C -0.792611 2.462834 2.481686 0.3 1.0 0.2
O -0.630460 1.509141 3.485082 0.0 -1.4 1.8
C -0.796380 0.221128 3.258761 1.8 -1.5 0.3
O -1.028393 -0.258401 2.139724 -0.4 0.1 1.6
O -0.435276 -0.481758 4.377380 -1.1 1.7 -1.7
C -0.440911 -1.916417 4.407284 -0.2 -1.1 -0.3
H -0.482369 3.403043 2.937600 -0.3 0.0 0.3
H -1.850902 2.534252 2.230671 0.5 -0.2 -0.5
H -0.014943 2.310430 1.733278 -0.7 -0.4 -0.8
H -1.079692 -2.363359 3.645502 0.2 0.3 -0.2
H -0.823777 -2.290127 5.356939 -0.1 0.7 0.1
H 0.565064 -2.328368 4.327095 0.0 0.4 -0.3
```
Forces are in eV/Å.

Calculated values
⟨S²⟩: 0.829
Electronic energy: -106758.183 eV
Orbital gap (alpha / beta): 0.26351 / 0.27647 Eh
2S+1: 2
Total charge: +1
Relative energy (zero: lowest compared OMol25 entry of this formula, charge and spin): 20.7 kcal per mole


No. 2
Density functional theory data (ωB97M-V/def2-TZVPD) for a cluster of 2 separate species, C18H36N2O5 in total.

```
61
Properties=species:S:1:pos:R:3:forces:R:3
C 6.851726 -2.776316 2.302905 -0.3 -0.2 0.0
C 6.099440 -2.595200 0.891040 1.2 -0.1 0.0
C 6.459837 -1.113063 0.321825 -0.8 -1.0 -0.6
C 5.292680 -0.517085 -0.628500 0.6 -0.2 -0.1
C 4.543454 0.769971 -0.004407 -0.2 -1.1 -1.0
C 2.960729 0.521390 -0.158560 0.0 0.6 0.5
C 2.057048 1.370585 0.877224 -0.2 -0.6 -0.6
C 1.051088 0.410747 1.690949 -0.2 0.4 0.7
C -0.453391 1.026945 1.805190 1.1 -0.1 0.0
C -1.420607 0.512630 0.637045 0.6 1.3 -0.2
N -2.514149 -0.413715 1.085853 -1.7 1.4 0.8
C -3.428124 -0.663556 -0.099243 -0.7 -0.3 -1.0
C -2.870778 -1.824517 -1.051510 0.5 1.9 -0.7
O -3.618592 -3.065057 -1.005943 0.8 -0.5 2.1
C -3.632623 -3.634344 0.296512 -1.9 0.4 3.5
C -2.601683 -4.785653 0.780616 -1.0 0.3 -0.7
O -4.494544 -3.302799 1.157095 2.9 -0.9 -3.8
C -3.360290 0.407055 1.993565 -2.3 2.6 0.5
O -4.157207 1.296354 1.593508 2.6 -3.3 1.1
O -3.263493 0.219290 3.413454 -0.4 -0.8 -2.5
H 6.143505 -2.535110 3.177640 1.2 -0.1 -1.3
H 7.758171 -2.077480 2.287371 -1.3 -1.0 0.3
H 7.232982 -3.838321 2.495496 -0.6 1.4 -0.4
H 4.978539 -2.786062 0.950138 1.4 0.4 0.1
H 6.550542 -3.389338 0.186731 -0.9 1.3 0.9
H 6.650302 -0.462238 1.238342 -0.1 -0.6 -1.5
H 7.384307 -1.248221 -0.334277 -0.9 0.4 1.3
H 5.727117 -0.232789 -1.658489 -0.6 -0.4 1.6
H 4.576313 -1.398688 -0.836351 0.9 1.6 0.4
H 4.891421 0.889514 1.073778 -0.8 -0.1 -1.3
H 4.878236 1.677995 -0.604533 -0.5 -1.0 1.0
H 2.603998 0.776681 -1.220665 0.7 -0.6 1.4
H 2.784209 -0.589291 0.040308 0.2 1.5 -0.4
H 2.776973 1.915817 1.575973 -1.2 -0.6 -0.8
H 1.413387 2.137247 0.307617 1.2 -1.0 0.9
H 1.450342 0.312454 2.761442 -0.5 0.0 -1.5
H 1.017882 -0.656718 1.255203 0.0 1.7 0.5
H -0.340532 2.172929 1.732694 -0.3 -1.8 0.1
H -0.803111 0.789095 2.862444 0.0 0.2 -1.5
H -1.918195 1.440162 0.139237 0.9 -1.6 0.6
H -0.792531 -0.051251 -0.128863 -0.9 0.8 0.9
H -3.536147 0.294255 -0.725998 0.3 -1.3 0.9
H -4.495590 -0.938158 0.236773 1.9 0.3 -0.3
H -1.742648 -1.946480 -0.877512 -1.6 -0.2 0.0
H -2.970334 -1.432199 -2.131827 0.0 -0.9 1.7
H -2.585106 -4.755991 1.927424 0.1 0.2 -1.9
H -3.116880 -5.774858 0.487389 1.0 1.4 0.3
H -1.573324 -4.685321 0.307037 -1.4 -0.2 0.6
H -4.185654 0.294716 3.766867 1.1 0.4 -0.6
C -4.821531 3.004612 -1.788021 -0.1 -0.1 0.2
C -3.443364 3.298768 -2.316867 0.5 0.0 0.1
O -2.431883 2.963387 -1.714142 -0.1 0.0 0.0
N -3.338546 3.958639 -3.502630 -0.1 -0.2 0.4
C -4.401251 4.436380 -4.360979 0.5 0.1 -0.2
H -4.737866 2.475797 -0.837127 0.1 0.1 -0.1
H -5.366086 3.935886 -1.618198 -0.1 -0.1 -0.1
H -5.366381 2.369255 -2.489993 -0.1 0.2 0.0
H -2.382939 4.117862 -3.788711 -0.1 0.0 0.0
H -4.290808 3.963226 -5.339259 -0.3 0.1 -0.1
H -4.290705 5.517105 -4.474446 -0.3 0.0 -0.1
H -5.387335 4.213074 -3.959637 0.2 0.0 0.0
```
Forces are in eV/Å.

Calculated values
Electronic energy: -32463.891 eV
SMILES string: CCCCCCCCCCN(CCOC(C)=O)C(=O)O.CNC(C)=O
Orbital gap: 0.37212 Eh
2S+1: 1
Relative energy (zero: lowest compared OMol25 entry of this formula, charge and spin): 79.0 kcal per mole